(1)
Entry from OMol25: a structure of composition C36H31N10O3S2Tc at a distorted geometry (ωB97M-V/def2-TZVPD).

Calculated values
- <S²> = 3.769
- energy above the lowest of the compared OMol25 structures with the same formula, charge and spin (eV) = 1.243

The geometry in ORCA input format:
```
! wB97M-V def2-TZVPD RIJCOSX def2/J DEFGRID3
* xyz 1 4
H 3.437 4.207 2.079
C -4.715 -4.839 2.746
H 4.173 -6.407 -2.648
C 2.927 1.395 -2.926
H -2.186 -2.297 0.834
C -2.730 3.140 2.605
H 5.700 -5.602 -0.884
C -3.073 0.870 -1.740
Tc -0.007 -0.272 -0.213
H -4.900 1.506 -2.696
H 0.464 3.621 -3.647
C 3.877 -5.582 -2.015
C -0.943 1.701 2.023
H -4.440 0.207 -4.756
H 5.891 -0.190 -2.610
H -3.627 -3.689 1.330
C -5.895 -6.126 4.466
O 1.545 -2.692 1.477
N -3.374 1.625 -0.616
C 2.636 -4.982 -2.198
H -5.379 -5.254 2.000
H 4.352 1.067 3.384
C -2.555 -0.537 -4.012
C 4.128 -0.671 -1.491
N -0.621 -1.184 1.698
H -2.354 -3.389 5.424
N 3.645 1.069 2.670
H 4.424 3.403 3.254
C 0.326 1.983 -2.273
C -0.146 -1.126 2.989
C -1.702 -0.510 -2.937
H -0.687 2.210 -1.978
C 4.737 -5.130 -1.025
C 2.194 0.635 -1.992
C 2.793 -0.414 -1.252
C 0.984 2.781 -3.210
H 1.285 -3.443 -1.506
C 3.126 -3.478 -0.412
H -4.254 3.253 1.111
H -4.349 1.867 -0.551
H -0.979 2.802 3.840
C -3.009 -3.788 4.664
C -4.860 -5.206 4.081
H 1.969 -5.343 -2.969
C -1.499 2.569 2.923
C -4.000 -4.678 5.037
H 5.021 -3.693 0.561
H 0.736 -0.568 3.251
H -0.806 -2.156 4.820
H 3.383 0.186 2.248
N -6.724 -6.860 4.769
S 2.591 -2.170 0.649
N 3.738 3.357 2.520
H -4.108 -4.964 6.074
C 4.280 1.072 -3.168
H 2.816 3.072 -4.271
N -1.945 0.183 -1.805
C -2.679 1.897 0.550
H -3.212 3.840 3.273
N 1.941 -1.075 -0.365
N -1.508 1.331 0.848
C 4.850 0.061 -2.455
C 3.228 2.199 2.078
S 2.133 2.149 0.802
H -0.782 -1.076 -2.944
N 0.888 0.927 -1.707
C -3.313 2.811 1.412
C -4.003 0.908 -2.791
O -0.547 -1.842 -0.790
H -2.306 -1.116 -4.888
O 3.747 -1.603 1.308
H 4.843 1.644 -3.893
C 2.251 -3.924 -1.392
C -0.898 -1.925 3.777
C 2.274 2.475 -3.547
C -2.871 -3.419 3.333
H 0.027 1.278 2.223
H 4.652 -1.426 -0.929
C -3.740 0.193 -3.931
C -1.635 -2.015 1.712
C -3.726 -3.950 2.373
C 4.364 -4.067 -0.214
N -1.856 -2.495 2.954
*
```

(2)
Entry from OMol25: a structure of composition C36H32BrF3N5O4OsPSe at a distorted geometry (ωB97M-V/def2-TZVPD).

Calculated values
- energy above the lowest of the compared OMol25 structures with the same formula, charge and spin (eV) = 0.000

The geometry in ORCA input format:
```
! wB97M-V def2-TZVPD RIJCOSX def2/J DEFGRID3
* xyz 0 1
C -5.566 -0.342 -0.702
H -4.194 -2.969 2.085
H -1.687 -4.036 -2.025
C 2.121 -4.300 -0.488
H -3.225 2.408 -2.286
H -1.943 3.551 -2.739
C -1.826 -2.727 -0.334
H 7.066 3.488 -0.267
H -5.447 0.726 1.165
H -3.412 4.147 -1.921
C 6.282 2.239 1.298
C -4.068 -4.261 0.378
C -1.332 2.916 2.126
H 3.092 4.374 1.043
H 0.554 -1.912 -3.077
C 0.741 -0.077 3.194
C 4.046 2.723 2.014
C 3.976 -0.197 0.490
N -0.730 -1.936 -0.750
C -3.469 -0.636 -1.784
H 3.604 -4.726 -1.984
C 2.062 -0.075 3.675
H 7.180 1.641 1.401
Os -0.721 0.097 -0.746
C 2.320 -0.098 -1.234
C 0.415 -2.703 -1.098
C 1.002 -2.582 -2.352
C 1.659 3.111 -1.357
P -0.731 2.431 -0.447
C 2.948 -0.038 1.454
C -4.913 0.337 0.311
C -2.708 3.323 -1.998
N 5.348 0.817 2.989
C -3.347 -4.561 -0.770
N 4.393 0.289 3.520
Br 4.943 5.404 -1.011
H -1.366 1.919 2.562
Se -0.603 0.678 -3.026
O 0.253 3.364 -1.274
H -2.980 0.968 1.010
F -7.582 -0.260 0.531
C -7.061 -0.536 -0.673
C -2.540 -2.449 0.835
H -4.934 -4.848 0.651
H 0.517 -3.686 0.802
H -2.208 -1.639 1.469
H 5.002 -0.302 0.805
O -0.699 0.039 1.336
C 2.143 -3.310 -2.670
C -3.543 0.485 0.224
C -3.653 -3.204 1.176
H -2.846 -1.018 -2.578
C 5.062 4.013 0.271
H 2.260 -0.091 4.741
H 2.146 4.075 -1.478
C 6.221 3.269 0.371
C 0.979 -3.582 -0.172
H -0.971 3.630 2.862
C 1.630 -0.025 0.968
H 2.555 -4.967 0.247
H -5.307 -1.390 -2.567
C 3.143 0.052 2.856
F -7.667 0.268 -1.565
C 0.498 -0.016 1.846
N 1.343 -0.005 -0.372
N -2.828 0.015 -0.803
C 3.661 -0.235 -0.831
O -2.124 3.172 -0.697
C 5.190 1.932 2.096
H 2.033 2.633 -0.450
H -2.324 3.223 1.794
H -3.652 -5.386 -1.401
H 4.427 -0.362 -1.583
H 2.034 -0.067 -2.277
H 1.860 2.483 -2.224
H -0.102 -0.123 3.871
C -4.834 -0.839 -1.766
O -0.408 2.951 1.036
C 3.981 3.762 1.107
H 2.583 -3.207 -3.654
H 3.203 2.537 2.667
C -2.241 -3.804 -1.124
C 2.712 -4.164 -1.739
F -7.398 -1.796 -0.984
*
```

(3)
Entry from OMol25: a structure of composition C36H32N2O6P2S2W (ωB97M-V/def2-TZVPD).

Calculated values
- <S²> = 2.017
- energy above the lowest of the compared OMol25 structures with the same formula, charge and spin (eV) = 0.000

The geometry in ORCA input format:
```
! wB97M-V def2-TZVPD RIJCOSX def2/J DEFGRID3
* xyz 0 3
C -1.440 2.451 -1.628
C 4.787 1.294 -2.321
H 2.517 -0.702 -3.082
H 5.629 0.752 -2.756
S 2.286 2.068 0.756
C -1.827 3.053 -2.815
H -4.894 1.297 4.726
H -0.880 -0.736 -2.207
C 2.815 -5.413 1.548
C -0.603 2.600 1.690
P 0.372 1.772 0.398
C 2.382 -4.107 1.478
O 1.208 -3.938 -3.039
C -4.739 -0.835 -2.131
H 6.135 -0.078 -0.543
C -4.067 -0.873 -3.344
C 5.266 -0.006 0.109
H 1.691 0.224 -1.823
C -3.513 -0.225 4.121
C -0.912 3.806 -3.538
H 5.245 0.992 0.554
C 2.297 -5.618 -0.812
H 3.171 -5.810 2.490
C -2.635 -0.705 -0.969
H -5.821 -0.871 -2.106
C 0.769 3.353 -1.876
H 5.332 -0.737 0.908
N 1.941 -3.596 0.340
H -3.494 1.562 0.702
H 1.775 3.467 -1.491
C -1.918 3.849 3.797
H -1.289 4.251 0.498
C 2.530 0.228 -2.514
C -2.727 -0.723 3.090
C 2.769 -6.175 0.379
H -4.865 2.443 2.534
H 2.409 1.074 -3.185
C -1.936 4.419 2.535
S -1.073 -2.615 0.913
N 3.781 0.388 -1.782
P -1.631 -0.699 0.541
H -1.211 4.276 -4.466
C -1.238 2.655 4.012
H -4.554 -0.740 0.002
C 2.326 -3.104 2.615
H 3.464 -7.745 1.214
H 1.096 4.554 -3.623
H -2.151 -0.883 -4.316
H 5.154 1.970 -1.550
H -0.035 1.112 3.131
H -2.119 -1.606 3.240
W 1.132 -1.556 0.362
C -1.963 -0.755 -2.190
H 4.326 1.894 -3.100
C -2.717 -0.087 1.854
C -1.280 3.796 1.480
H -3.518 -0.726 5.080
O 3.139 -0.994 -0.093
C -2.679 -0.840 -3.372
C 3.974 -0.225 -0.622
O 2.681 -3.394 3.731
H -2.431 4.335 4.618
C -4.026 -0.758 -0.942
O 1.047 -2.261 -1.559
C -4.284 0.908 3.921
C -3.493 1.056 1.659
O 3.168 -7.462 0.341
C 1.337 -3.486 -1.928
C 0.384 3.958 -3.066
H 2.252 -6.194 -1.725
H -2.840 2.928 -3.176
H -4.627 -0.936 -4.268
C -0.096 0.074 0.363
H -1.221 2.209 4.998
C -0.578 2.037 2.965
C -0.138 2.589 -1.152
H -2.457 5.353 2.366
C 1.887 -4.306 -0.779
H -2.162 1.863 -1.077
C -4.272 1.551 2.690
O 1.879 -1.941 2.214
*
```

(4)
Entry from OMol25: a cluster of 2 separate species, C36H32NO2 in total at a distorted geometry (ωB97M-V/def2-TZVPD).

The geometry in ORCA input format:
```
! wB97M-V def2-TZVPD RIJCOSX def2/J DEFGRID3
* xyz -1 1
C 1.826 2.359 -2.122
C 5.569 -4.552 1.276
H 2.828 -0.110 2.836
H -4.496 -0.475 3.724
C -4.818 1.198 -2.458
C 3.541 -1.800 0.033
H -0.952 2.615 2.041
O 0.943 1.688 1.253
H 3.776 3.226 -2.372
O -2.281 1.791 -3.273
H 2.106 0.915 4.110
C 2.323 0.844 3.036
H 0.537 -3.994 1.239
C 1.033 0.947 2.265
C 2.308 -1.231 0.252
H -0.895 -2.098 1.177
C -2.420 -0.260 3.218
H 1.047 3.664 -5.696
C -1.380 0.619 2.797
N 5.002 -3.704 0.242
H 4.768 -5.109 1.776
H 3.324 4.012 -4.704
C -2.696 0.509 -1.282
C -1.832 1.214 -2.265
C 3.752 -3.155 0.384
C -1.729 1.967 2.457
H -2.166 -1.302 3.430
H 2.966 1.668 2.722
H 2.245 -0.145 0.156
H -4.998 1.964 3.398
H -2.750 -0.971 0.268
H -0.668 2.413 -4.431
H 6.366 -2.162 -0.266
H 5.467 -2.877 -1.628
C -6.312 0.670 -0.168
H -6.670 1.753 -3.395
H -3.218 3.501 2.532
C -2.120 -0.355 -0.379
H -4.234 1.449 -3.339
C 0.572 2.063 -2.713
C -6.196 1.393 -2.477
C -4.004 1.570 3.183
C -0.709 -0.573 -0.309
H 6.776 -3.814 -0.823
C 1.402 -3.387 0.953
C 1.287 3.287 -4.702
C 2.808 3.045 -2.836
C 2.665 -3.927 0.899
H 0.174 -0.799 3.288
C 0.315 2.577 -3.996
H -6.887 0.480 0.740
C -3.011 2.439 2.706
C -0.053 0.127 2.741
C 0.101 0.181 -1.203
H 1.153 -0.075 -1.304
H -8.030 1.304 -1.329
C 1.164 -2.025 0.580
H 6.293 -5.236 0.813
C 5.957 -3.103 -0.670
C -4.935 0.455 -0.168
C -0.169 -1.519 0.602
H 6.109 -3.943 2.029
H 2.840 -4.967 1.205
C 2.551 3.495 -4.137
C -0.378 1.184 -2.005
C -6.953 1.133 -1.326
H -4.447 0.124 0.750
C -3.712 0.211 3.397
H 1.996 2.078 -1.078
C -4.147 0.725 -1.311
H 4.369 -1.189 -0.340
*
```

(5)
Entry from OMol25: a structure of composition C36H33BCrN8PS (ωB97M-V/def2-TZVPD).

Calculated values
- <S²> = 1.232
- energy above the lowest of the compared OMol25 structures with the same formula, charge and spin (eV) = 0.407

The geometry in ORCA input format:
```
! wB97M-V def2-TZVPD RIJCOSX def2/J DEFGRID3
* xyz 0 2
H 4.518 -3.549 0.097
C -0.243 -5.315 0.547
H -4.547 -1.210 -1.798
C 1.396 3.484 -1.266
C 1.465 3.814 3.124
C -0.968 -1.941 -4.329
C -2.363 2.532 0.962
P 0.037 1.407 0.096
H 5.255 -0.909 -0.180
C 3.917 -2.660 0.020
C -1.542 2.288 -0.136
C -1.895 -1.381 -3.465
H 3.434 -1.476 4.437
B 1.881 -4.132 -0.154
H 2.805 3.231 4.671
H -3.475 -0.424 4.132
C 0.754 2.090 1.606
Cr 0.038 -1.060 0.593
H 2.562 -4.953 0.407
H 2.001 -2.223 2.600
N -0.324 -3.141 0.807
H 2.927 3.649 -4.280
C -1.521 -5.023 0.983
N 0.452 -4.176 0.451
C 0.264 -2.298 -3.815
C 0.529 -2.046 -2.477
C -3.590 3.154 0.793
H 2.871 0.391 -0.242
H -4.405 0.270 -0.842
C 2.079 4.021 -2.345
C 2.223 2.911 3.815
H -3.533 3.564 -2.564
N -3.720 -0.266 3.171
C -1.562 -1.193 -2.129
H -4.972 4.018 -0.603
N 2.582 -2.758 0.039
N -0.341 -1.487 -1.638
H 3.565 0.911 5.051
H 0.127 4.128 1.460
C -1.978 2.655 -1.408
H 1.438 4.851 3.430
H -3.869 0.253 -2.531
C -2.782 -0.507 2.215
H 1.026 -2.764 -4.423
C -1.518 -3.640 1.139
C 2.967 0.583 4.210
H -2.296 -2.990 1.498
C 2.239 1.540 3.465
H 1.498 -2.292 -2.079
S -1.155 -0.697 2.740
N 2.034 -1.530 -0.098
C 1.346 1.353 -2.364
C 0.724 3.402 2.001
H 2.367 5.064 -2.331
H -4.215 3.343 1.656
C -4.015 3.528 -0.473
C -3.208 3.273 -1.573
N -3.183 -0.488 0.977
H -1.211 -2.105 -5.370
C 2.026 1.891 -3.448
H 1.159 4.115 -0.422
C 2.066 -1.159 2.802
C 1.466 1.111 2.356
H 0.227 -6.253 0.306
N -2.197 -0.776 0.078
H -2.881 -1.119 -3.816
H -2.042 2.233 1.954
C -3.928 -0.328 -1.611
H 2.270 1.261 -4.294
C 1.025 2.140 -1.263
H -1.349 2.475 -2.272
C 2.883 -0.735 3.870
C 1.346 -0.273 2.034
C 3.051 -0.669 -0.194
C 4.269 -1.334 -0.139
H 1.809 -4.378 -1.339
H -4.684 -0.363 2.899
C 2.394 3.226 -3.439
H -2.323 -5.710 1.181
C -2.559 -0.736 -1.157
H 1.077 0.308 -2.366
*
```

(6)
Entry from OMol25: a structure of composition C36H33ClN5O5STi at a distorted geometry (ωB97M-V/def2-TZVPD).

Calculated values
- <S²> = 3.792
- energy above the lowest of the compared OMol25 structures with the same formula, charge and spin (eV) = 0.944

The geometry in ORCA input format:
```
! wB97M-V def2-TZVPD RIJCOSX def2/J DEFGRID3
* xyz -2 4
H -4.135 -0.937 -1.411
H 1.360 3.892 -1.131
C -3.632 -2.533 2.510
H -7.274 -3.942 3.448
C -1.673 2.318 2.459
H 2.141 -5.060 -1.091
C -5.892 -3.233 1.956
C -5.656 -2.879 0.634
N -0.908 1.196 2.573
C -4.877 -3.049 2.878
C 3.997 -2.623 1.605
C -1.520 1.056 4.838
C -1.509 0.729 -2.811
C 0.700 -0.049 -2.986
H -2.373 -1.291 3.750
H -3.429 -2.508 -1.677
C -2.598 -2.348 3.588
O -1.020 -1.970 1.262
C -7.220 -3.816 2.367
C -1.775 0.354 -4.161
H 1.651 -0.222 -2.492
H -2.971 -2.761 4.527
H -8.047 -3.172 2.060
N -2.179 2.113 -0.887
H -0.884 -0.463 -5.959
H -2.887 2.494 5.583
S 0.301 -0.779 3.942
H 0.525 -5.825 -2.754
C -2.470 1.494 -2.130
C 1.718 3.140 -1.832
C -3.424 -2.184 1.171
H -1.431 0.511 5.769
N -0.324 0.376 -2.178
C -3.729 1.704 -2.682
Cl 2.875 3.993 -2.937
H -6.438 -3.015 -0.106
H -1.645 -2.804 3.334
C 0.545 -0.303 -4.321
O -0.288 0.810 1.466
C -2.317 2.151 4.728
C -0.721 0.530 3.764
H 1.409 -0.643 -4.880
C 2.092 -2.568 0.143
H 3.302 -4.327 0.531
C -4.440 -2.344 0.219
Ti -0.029 -0.387 -0.131
C -0.676 -2.730 -2.140
C -0.627 -3.975 -2.724
H -5.184 -2.324 -1.776
C -4.290 -2.002 -1.241
C -2.392 2.832 3.495
H -1.635 2.766 1.479
H -3.269 0.240 -5.702
C 3.158 -3.279 0.750
C 1.321 -4.420 -1.383
C -3.066 0.572 -4.690
H 2.455 0.389 1.517
H -5.026 1.369 -4.361
O -2.093 -0.725 -0.178
C -4.036 1.211 -3.947
C 3.789 -1.262 1.886
O 1.369 1.437 -0.345
C 1.203 -3.124 -0.805
C -0.718 -0.197 -4.923
H 0.884 2.796 -2.441
C -2.092 -1.607 0.741
H -5.039 -3.311 3.918
H -4.449 2.288 -2.123
H -2.802 1.744 -0.173
H 4.428 -0.703 2.551
N 0.169 -2.306 -1.201
H -1.232 1.922 -0.563
H 4.820 -3.160 2.065
H -1.339 -4.244 -3.489
H -1.424 -2.003 -2.440
C 2.694 -0.647 1.323
C 0.420 -4.839 -2.314
C 2.294 1.959 -1.040
O 3.475 1.644 -1.096
N 1.853 -1.260 0.486
H -7.382 -4.793 1.907
H -2.982 3.722 3.342
*
```

no.,calculated total energy (Eh)
1,-3040.779518
2,-7672.942463
3,-3498.372443
4,-1596.253721
5,-3638.633551
6,-3749.663309